[1]
{"formula": "C43H29N8O9PRuS", "method": "wB97M-V/def2-TZVPD", "charge": 1, "relative_energy_kj_mol": 61.1, "fmax_ev_per_a": 2.374, "lumo_ha": [-0.1829, -0.1814], "spin_multiplicity": 2, "orbital_gap_ev": [6.9, 6.9], "elements": ["Ru", "S", "P", "O", "O", "O", "O", "O", "O", "O", "O", "O", "N", "N", "N", "N", "N", "N", "N", "N", "C", "C", "C", "C", "C", "C", "C", "C", "C", "C", "C", "C", "C", "C", "C", "C", "C", "C", "C", "C", "C", "C", "C", "C", "C", "C", "C", "C", "C", "C", "C", "C", "C", "C", "C", "C", "C", "C", "C", "C", "C", "C", "C", "H", "H", "H", "H", "H", "H", "H", "H", "H", "H", "H", "H", "H", "H", "H", "H", "H", "H", "H", "H", "H", "H", "H", "H", "H", "H", "H", "H", "H"], "positions_angstrom": [[0.3221, 0.2472, 0.7417], [2.7269, -0.2506, 2.0577], [1.0654, 2.4873, 0.9357], [-2.0296, 0.4386, -2.9769], [2.3566, -0.6788, 0.6821], [-1.2319, 0.9457, 1.8970], [-6.4199, 4.4476, -1.3145], [3.6659, -1.1123, 2.6922], [1.4636, -0.0006, 2.7888], [-3.1008, 1.3033, 3.0336], [-6.0977, 4.6094, 0.8161], [-3.2380, 1.9189, -3.9663], [-2.8300, 1.3633, -2.9726], [-0.7251, -1.5009, 1.2269], [0.0713, -6.3633, -5.9029], [2.4553, 0.8530, -1.6834], [0.2232, -1.0052, -1.2341], [-5.8547, 4.1545, -0.2821], [3.6046, 0.9053, -4.1876], [-2.7387, -3.2924, 1.7311], [1.6565, 4.8525, -0.5231], [-4.1971, 2.6873, 0.7993], [2.6922, 2.5323, 1.7761], [0.7284, -5.2476, -6.1790], [4.1398, 1.5872, -3.1879], [-4.3442, 2.7478, -1.6180], [-0.5588, -2.1004, -1.0565], [0.9426, -2.0302, -3.2768], [0.4024, 3.1507, -1.6631], [0.1658, 3.1875, 3.4671], [-1.6831, 5.0501, 2.5490], [0.0960, -4.2455, -4.0886], [-0.6627, -3.1257, -1.9733], [5.2213, 2.7347, 2.9525], [1.9978, 0.0541, -2.6379], [-1.1730, -1.6829, 2.4666], [4.7264, 1.4957, 2.5745], [0.1105, -3.1281, -3.1237], [-0.6304, 3.8743, 4.3650], [3.5261, 1.5892, -1.9450], [-0.5670, -6.4600, -4.7474], [-2.2619, -3.1328, 0.5121], [1.5429, 5.6732, -1.6351], [-4.7675, 3.1625, -0.3695], [-3.3174, 1.8242, -1.6780], [2.5569, 0.1566, -3.9263], [-2.7151, 1.3432, -0.5239], [0.2980, 3.9675, -2.7770], [1.0818, 3.5847, -0.5262], [4.4155, 3.8555, 2.8370], [-3.1471, 1.7844, 0.7136], [-0.8856, 4.3681, 1.6414], [0.7631, -4.1661, -5.3115], [3.4656, 1.3912, 2.0085], [-0.5785, -5.4353, -3.8131], [0.8674, 5.2328, -2.7642], [3.1628, 3.7566, 2.2511], [-2.4782, 1.3115, 1.9969], [0.9933, -0.9892, -2.3577], [0.0538, 3.4470, 2.0991], [-1.5527, 4.8068, 3.9075], [-1.2159, -2.2495, 0.2377], [-2.1790, -2.6052, 2.7180], [-1.0973, -5.5958, -2.8787], [0.7896, 5.8683, -3.6360], [-2.7369, -3.6963, -0.2817], [5.0368, 2.1575, -3.3899], [-0.2152, 3.6170, -3.6640], [-4.5514, 3.0234, 1.7633], [1.2478, -5.2145, -7.1291], [6.2061, 2.8128, 3.3920], [0.8628, 2.4343, 3.8138], [1.9861, 6.6600, -1.6158], [-0.0273, 2.1582, -1.6760], [1.6320, -2.0087, -4.1031], [-0.9858, 4.5576, 0.5792], [-4.8061, 3.1290, -2.5170], [-1.0864, -7.3916, -4.5574], [1.3083, -3.2826, -5.6117], [-2.5597, -2.7707, 3.7162], [-0.7348, -1.0845, 3.2508], [2.2061, 5.2145, 0.3322], [-0.5430, 3.6808, 5.4256], [3.9165, 2.2179, -1.1573], [-2.1812, 5.3361, 4.6113], [2.5276, 4.6299, 2.2127], [-1.3211, -3.9501, -1.7525], [-2.4096, 5.7723, 2.1982], [5.2893, 0.5889, 2.7483], [2.1173, -0.3589, -4.7717], [-1.9270, 0.6105, -0.6133], [4.7533, 4.8099, 3.2183]], "mulliken_spin": [1.043, -0.007, -0.029, 0.000, 0.002, -0.010, 0.000, -0.002, 0.007, 0.001, 0.000, 0.000, 0.000, -0.013, 0.001, 0.007, -0.013, 0.000, 0.000, -0.001, -0.006, -0.002, 0.001, 0.000, 0.000, 0.001, 0.000, -0.006, 0.008, 0.000, -0.001, -0.004, 0.003, 0.000, -0.001, 0.001, -0.004, 0.005, 0.000, 0.000, -0.001, 0.002, 0.000, 0.000, 0.025, 0.000, -0.017, 0.002, -0.040, -0.001, 0.021, -0.003, 0.001, -0.002, 0.002, 0.000, 0.005, -0.028, 0.005, -0.001, -0.001, 0.023, 0.000, 0.000, 0.000, 0.000, 0.000, 0.000, 0.000, 0.000, 0.000, 0.001, 0.000, 0.041, -0.001, 0.000, 0.000, 0.000, 0.000, 0.000, -0.001, 0.000, 0.000, 0.000, 0.000, 0.000, -0.001, 0.000, 0.000, 0.000, -0.013, 0.000]}


[2]
{"formula": "C43H30I2NO3ReS2", "method": "wB97M-V/def2-TZVPD", "charge": 3, "fmax_ev_per_a": 1.885, "lumo_ha": [-0.3435, -0.4019], "spin_multiplicity": 4, "orbital_gap_ev": [6.2, 4.6], "elements": ["Re", "I", "I", "S", "S", "O", "O", "O", "N", "C", "C", "C", "C", "C", "C", "C", "C", "C", "C", "C", "C", "C", "C", "C", "C", "C", "C", "C", "C", "C", "C", "C", "C", "C", "C", "C", "C", "C", "C", "C", "C", "C", "C", "C", "C", "C", "C", "C", "C", "C", "C", "C", "H", "H", "H", "H", "H", "H", "H", "H", "H", "H", "H", "H", "H", "H", "H", "H", "H", "H", "H", "H", "H", "H", "H", "H", "H", "H", "H", "H", "H", "H"], "positions_angstrom": [[1.4623, -1.3770, -0.5955], [7.9643, -1.9733, 2.6641], [2.3038, -1.7657, 4.5915], [-1.1952, -2.0220, -0.2087], [1.6303, 0.9089, -0.6738], [-0.3310, -1.1797, -1.2663], [1.9448, -1.6091, 1.3297], [2.7494, 1.3617, 0.1358], [3.5786, -1.6681, -0.5949], [-3.2546, 4.2671, -0.1324], [6.2972, -1.8276, -0.3342], [3.6383, -1.7713, 3.0208], [1.9590, 1.0496, -2.4005], [4.3487, -1.6975, -1.6944], [-4.5379, -3.8953, -0.4107], [0.9349, 0.9329, -3.3466], [0.1115, 1.7863, -0.4851], [-0.9176, 0.3680, 5.1896], [5.5080, -1.7914, 0.8439], [-0.9009, 1.3518, 0.3592], [-1.2577, -1.9637, 2.3665], [-2.1217, 3.4126, -0.2557], [-0.3464, 2.5377, 4.3556], [-0.6901, 0.7472, 2.7771], [-1.0896, -1.0605, 1.2798], [-6.9031, -3.1179, -0.4812], [3.1819, -1.6736, 1.6742], [-1.0215, 3.8115, -1.0678], [5.7343, -1.7728, -1.5951], [3.5618, 1.2914, -4.1627], [-0.5975, 1.6629, 5.4444], [-0.8090, 0.2719, 1.4267], [3.2739, 1.2330, -2.8051], [4.1401, -1.6942, 0.6361], [5.0020, -1.8714, 3.2589], [-2.0819, 2.1711, 0.4286], [-5.4446, -2.8446, -0.5788], [-0.3852, 2.1036, 3.0750], [-2.7974, -2.3410, -0.6354], [-0.9726, -0.1134, 3.8536], [-3.1973, 1.8357, 1.2507], [-4.2846, 2.6510, 1.3241], [-1.2926, -1.4753, 3.6238], [0.0601, 3.0203, -1.1992], [-4.9899, -1.5411, -0.8096], [2.8770, 1.1456, -6.6074], [-4.3201, 3.8898, 0.6284], [2.5627, 1.1415, -5.1311], [5.9470, -1.8725, 2.2300], [-3.6582, -1.2648, -0.7803], [-3.1946, -3.6516, -0.4360], [1.2430, 0.9789, -4.6992], [-7.4941, -2.5519, -1.1966], [7.3810, -1.9383, -0.2842], [-0.1654, 2.8176, 2.2864], [5.3635, -1.9483, 4.2799], [-4.9197, -4.8969, -0.2660], [4.0574, 1.3731, -2.0876], [-5.1999, 4.5090, 0.7224], [3.8255, -1.6409, -2.6284], [0.9046, 3.3266, -1.7926], [2.7992, 0.1303, -7.0136], [-7.2503, -2.8196, 0.5170], [-3.2678, 5.2020, -0.6680], [-1.4280, -3.0067, 2.1481], [-5.6914, -0.7333, -0.9551], [-5.1435, 2.3757, 1.9343], [-0.1547, 3.5836, 4.5833], [4.5820, 1.4640, -4.4565], [0.4340, 0.8768, -5.4105], [-1.0567, 4.7847, -1.5508], [-0.5602, 2.0459, 6.4543], [-7.1347, -4.1609, -0.6250], [-3.2080, 0.9125, 1.8072], [3.8764, 1.5188, -6.8128], [-1.5124, -2.1081, 4.4858], [2.1748, 1.7765, -7.1489], [-1.1699, -0.3129, 5.9952], [6.3391, -1.7937, -2.4886], [-3.2413, -0.2670, -0.8899], [-0.0952, 0.8194, -3.0162], [-2.4663, -4.4336, -0.3026]], "mulliken_spin": [1.829, 0.137, 0.051, -0.027, -0.006, 0.073, 0.236, -0.003, 0.024, -0.001, 0.054, 0.088, 0.028, -0.010, 0.000, 0.019, 0.015, 0.001, 0.002, 0.011, 0.016, 0.001, 0.000, 0.004, 0.059, 0.000, 0.174, 0.003, 0.007, -0.005, 0.001, -0.033, 0.027, 0.044, -0.063, 0.000, -0.001, 0.005, 0.026, 0.001, 0.002, 0.000, 0.001, 0.005, 0.001, 0.000, 0.001, 0.013, 0.187, -0.002, 0.004, 0.001, 0.000, 0.005, 0.000, 0.003, 0.000, 0.000, 0.000, -0.016, -0.003, 0.002, 0.000, 0.000, 0.002, 0.001, 0.000, 0.000, 0.000, 0.000, 0.000, 0.000, 0.000, -0.001, 0.000, 0.000, 0.001, 0.000, 0.001, 0.002, 0.000, 0.001]}


[3]
{"formula": "C43H31BaClIN8O3", "method": "wB97M-V/def2-TZVPD", "charge": -1, "relative_energy_kj_mol": 0.0, "fmax_ev_per_a": 1.052, "lumo_ha": 0.0782, "orbital_gap_ev": 6.6, "elements": ["Ba", "I", "Cl", "O", "O", "O", "N", "N", "N", "N", "N", "N", "N", "N", "C", "C", "C", "C", "C", "C", "C", "C", "C", "C", "C", "C", "C", "C", "C", "C", "C", "C", "C", "C", "C", "C", "C", "C", "C", "C", "C", "C", "C", "C", "C", "C", "C", "C", "C", "C", "C", "C", "C", "C", "C", "C", "C", "H", "H", "H", "H", "H", "H", "H", "H", "H", "H", "H", "H", "H", "H", "H", "H", "H", "H", "H", "H", "H", "H", "H", "H", "H", "H", "H", "H", "H", "H", "H"], "positions_angstrom": [[1.2455, -0.7005, 0.0568], [1.8977, -0.1363, 3.6013], [-1.3673, 1.7306, -6.0402], [0.8626, 1.7617, -1.4174], [-1.0370, 2.3336, 2.6544], [1.9192, -1.2202, -2.2046], [-1.5261, -0.9040, 1.0308], [-2.9661, 0.8286, 3.7516], [-0.4479, -2.5755, -1.4547], [-3.6097, -0.9689, 2.3644], [0.3697, -3.3845, 0.9947], [-4.8577, -0.4155, 4.1893], [0.1529, 1.7333, 0.7583], [-1.0913, 3.6286, 0.7526], [-3.0937, -5.0587, -0.5707], [5.6678, -2.1694, 2.7080], [0.9145, 6.7623, -1.3013], [-2.0186, 2.9199, -1.4100], [-0.7778, -3.9280, 0.5083], [-0.7785, 3.4114, -0.6536], [-0.2388, -0.8528, -3.1520], [0.2480, 5.7296, -0.6507], [1.2530, 6.6389, -2.6389], [0.2576, 4.4479, -2.6815], [3.8120, -1.0094, 3.7155], [-2.7861, 3.7968, -2.1691], [-0.0899, 4.5715, -1.3357], [1.1896, -0.6905, -3.1000], [0.1243, -4.6999, 2.9793], [1.7625, 0.1663, -4.0955], [0.9246, 5.4754, -3.3260], [0.2063, 2.2229, -0.4887], [-1.5167, -4.8849, 1.2345], [-4.3641, 2.0467, -2.6549], [-0.6655, 2.5290, 1.4968], [-0.9663, -1.7829, -2.3226], [-0.4018, 0.7670, -4.9390], [6.3250, -2.1234, 3.9634], [5.6235, -2.8366, 0.3970], [-0.9991, -0.0924, -4.0653], [-2.6943, -5.4402, 0.6765], [-2.4861, -0.8956, 1.6776], [-2.3606, -4.1051, -1.3061], [-2.4417, 1.5972, -1.2789], [0.9988, 0.8825, -4.9695], [6.2805, -2.7900, 1.5926], [-3.6074, 1.1669, -1.8925], [0.8013, -3.7606, 2.1696], [3.6656, -1.6269, 1.2960], [-3.7678, -0.1724, 3.3953], [4.3694, -1.5981, 2.5431], [4.4476, -0.9728, 4.9235], [-1.2355, -3.5085, -0.7865], [4.3369, -2.2611, 0.2653], [5.7344, -1.5415, 5.0463], [-1.0282, -5.2533, 2.5101], [-3.9497, 3.3630, -2.7907], [0.0152, 3.5351, -3.2120], [6.2416, -1.5110, 6.0032], [-5.5043, -1.0775, 3.7938], [0.5259, -4.9608, 3.9491], [-2.6787, -3.8544, -2.3103], [1.4607, 1.5563, -5.6808], [-3.2538, -6.1744, 1.2440], [-5.2666, 1.7056, -3.1467], [-4.5291, 4.0549, -3.3894], [-3.9802, -5.4963, -1.0135], [-2.4604, 4.8223, -2.2925], [6.0907, -3.3170, -0.4574], [1.7757, 7.4413, -3.1448], [-1.5817, -5.9790, 3.0960], [3.9737, -0.5129, 5.7803], [7.2679, -3.2239, 1.7114], [1.7287, -3.3046, 2.5054], [-2.0546, -1.7683, -2.4847], [1.1951, 5.3657, -4.3688], [-2.1696, 1.1565, 3.1898], [1.1742, 7.6611, -0.7555], [-1.9668, 4.0512, 1.0200], [-3.9187, 0.1350, -1.7785], [-1.8661, 0.8926, -0.6906], [-3.1048, 1.2920, 4.6312], [0.0007, 5.8132, 0.3994], [2.8398, 0.2723, -4.0823], [7.3125, -2.5656, 4.0477], [3.8657, -2.3389, -0.7155], [-5.2730, 0.3699, 4.6600], [-2.0790, -0.1912, -4.0641]], "mulliken_charge": [1.331, 0.094, -0.286, -0.644, -0.887, -0.891, -0.142, -0.282, 0.086, -0.706, 0.298, -0.474, -0.321, -0.109, -0.853, 0.749, -0.851, -0.230, 0.167, 3.066, 1.076, -0.465, -0.449, -0.040, 0.342, -0.281, -1.158, 0.193, -0.998, -0.771, -0.932, 0.343, 1.074, -0.694, -0.454, -0.126, 0.269, -0.839, -0.913, -1.008, -0.890, 0.243, -0.323, 0.464, -0.466, -0.775, -0.578, -0.080, -0.110, 0.483, -0.153, -0.604, -0.171, -0.253, -0.465, -0.718, -0.901, 0.496, 0.355, 0.282, 0.423, 0.560, 0.407, 0.368, 0.412, 0.404, 0.377, 0.467, 0.377, 0.384, 0.391, 0.366, 0.293, 0.360, -0.032, 0.428, 0.290, 0.418, 0.343, 0.561, -0.159, 0.236, 0.450, 0.439, 0.317, 0.369, 0.226, 0.403]}


[4]
{"formula": "C43H32F3HfN9O2S", "method": "wB97M-V/def2-TZVPD", "charge": 2, "relative_energy_kj_mol": 158.9, "fmax_ev_per_a": 0.625, "lumo_ha": -0.2460, "orbital_gap_ev": 5.7, "elements": ["Hf", "S", "F", "F", "F", "O", "O", "N", "N", "N", "N", "N", "N", "N", "N", "N", "C", "C", "C", "C", "C", "C", "C", "C", "C", "C", "C", "C", "C", "C", "C", "C", "C", "C", "C", "C", "C", "C", "C", "C", "C", "C", "C", "C", "C", "C", "C", "C", "C", "C", "C", "C", "C", "C", "C", "C", "C", "C", "C", "H", "H", "H", "H", "H", "H", "H", "H", "H", "H", "H", "H", "H", "H", "H", "H", "H", "H", "H", "H", "H", "H", "H", "H", "H", "H", "H", "H", "H", "H", "H", "H"], "positions_angstrom": [[-0.0100, -0.3548, 0.3989], [1.7257, 1.6140, 1.1404], [-8.5643, 3.3801, -1.9308], [-8.5281, 3.6879, 0.2141], [-9.0338, 1.7433, -0.5903], [7.7491, -0.4929, -0.9117], [7.4509, -0.8146, -3.0791], [3.8796, 2.8625, 0.0849], [-1.2736, -1.4311, -1.3304], [2.2696, 2.8969, -1.2806], [0.7798, -2.7260, 0.0508], [-0.8270, 0.9922, 2.3066], [1.0294, 2.6551, -1.8815], [0.1699, -1.4100, 2.2422], [1.2654, -0.4261, -1.5606], [4.3325, 3.5753, -0.9731], [-6.7835, 2.4132, -0.7149], [-0.2354, -3.5573, 3.4149], [-3.3346, -2.0857, -2.3262], [1.0583, -0.3374, 5.7312], [-5.9529, 2.6229, -1.8032], [5.4815, -0.5208, -1.8158], [-6.2933, 1.8319, 0.4488], [-1.4279, 2.1690, 2.3060], [1.2222, -3.3448, -1.0301], [-0.8517, -1.0015, -2.5390], [0.4152, 0.8659, 5.7957], [-2.4848, -1.9623, -1.2306], [0.5417, -0.5483, -2.6113], [-8.2387, 2.8135, -0.7629], [3.3569, -0.1364, -2.8860], [-2.7395, 1.2984, -0.4804], [0.5436, -3.5000, 1.1517], [4.7340, -0.2057, -2.9496], [-0.1567, -4.9672, 3.3983], [3.4383, -0.7259, -0.5542], [2.7012, -0.3909, -1.6795], [3.3362, 3.5966, -1.8075], [-1.5649, 0.9733, -0.4259], [0.1533, -2.8157, 2.3245], [-0.2653, 1.3506, 4.6531], [-4.1185, 1.6736, -0.5664], [6.9742, -0.6253, -2.0012], [1.4516, -4.7240, -1.1097], [1.0109, -1.1322, 4.5651], [-0.9356, 2.5901, 4.6069], [-4.9654, 1.4632, 0.5258], [-1.6383, -1.0791, -3.6734], [3.3310, 4.2432, -3.1393], [4.8252, -0.7864, -0.6222], [2.6272, 2.4291, -0.0635], [-1.5289, 2.9868, 3.4429], [0.3140, -0.7084, 3.4600], [-0.2767, 0.5711, 3.4840], [1.1625, -5.5062, -0.0263], [0.6716, -4.9029, 1.1469], [-4.6210, 2.2503, -1.7313], [-2.9154, -1.6234, -3.5590], [0.3129, -5.6359, 2.3046], [-0.9681, 3.2125, 5.4916], [0.9524, -0.4340, -3.6111], [0.4299, 1.4617, 6.6967], [-2.0563, 3.9255, 3.3683], [3.4501, 3.5052, -3.9344], [2.8227, 0.1193, -3.7892], [7.2319, -0.2876, -0.1254], [-1.2619, -0.7277, -4.6235], [-0.6072, -3.0646, 4.3013], [-4.5761, 1.0052, 1.4251], [2.4100, 4.8022, -3.3066], [-1.8387, 2.4980, 1.3662], [1.8393, -5.1424, -2.0259], [1.5270, -2.0810, 4.5550], [4.4471, 2.7643, 0.9130], [0.3059, 3.1369, -1.3485], [4.1671, 4.9359, -3.1898], [1.4101, -2.7476, -1.9088], [-4.3074, -2.5369, -2.1953], [-0.4628, -5.5139, 4.2787], [-2.7944, -2.2938, -0.2460], [0.4034, -6.7124, 2.2990], [5.3688, -1.0878, 0.2649], [1.3084, -6.5779, -0.0551], [1.0637, 3.0409, -2.8194], [1.6070, -0.7045, 6.5871], [-3.9669, 2.4081, -2.5775], [-6.9530, 1.6728, 1.2903], [5.2550, -0.0380, -3.8820], [-6.3442, 3.0739, -2.7027], [-3.5604, -1.6935, -4.4237], [2.9476, -0.9892, 0.3768]], "mulliken_charge": [0.483, -0.337, -0.273, -0.243, -0.243, -0.455, -0.502, 0.470, 0.198, 0.483, 0.690, 0.329, -0.751, -0.230, 2.637, -0.852, 0.286, -0.540, -0.887, -0.980, -0.672, 0.942, -1.113, -0.144, 0.007, 0.265, -1.032, -0.336, -0.272, 0.815, -0.815, 0.740, -0.713, -1.230, -0.880, -0.480, -0.214, 1.185, -0.403, 0.536, 0.957, 0.135, 0.501, -1.370, -0.361, -0.699, -0.320, -0.868, -1.497, -1.404, -0.002, -1.195, 0.134, 0.124, -0.699, 1.065, -0.725, -0.651, -1.025, 0.482, 0.409, 0.447, 0.470, 0.307, 0.491, 0.294, 0.560, 0.678, 0.564, 0.422, 0.498, 0.479, 0.712, 0.212, 0.249, 0.371, 0.442, 0.500, 0.423, 0.511, 0.450, 0.431, 0.484, 0.243, 0.430, 0.513, 0.415, 0.521, 0.501, 0.510, 0.408]}